1.
C5H14 | ωB97M-V/def2-TZVPD

HOMO: -11.20 eV
Max |F|: 2.280 eV Å⁻¹
E_tot: -5411.2498 eV
Orbital gap: 0.45244 hartree

The geometry in XYZ format:
```
19
Properties=species:S:1:pos:R:3:mulliken_charge:R:1
C 0.786 1.441 0.069 -1.033
C 0.345 2.082 -1.236 -0.085
C -1.167 1.975 -1.395 -1.111
H -0.044 1.592 0.795 0.265
H 1.626 1.805 0.638 0.395
H 0.835 0.365 0.169 0.119
H 0.573 3.171 -1.128 0.208
H 0.921 1.795 -2.105 0.325
H -1.563 2.298 -0.415 0.303
H -1.540 2.487 -2.280 0.323
H -1.504 0.951 -1.465 0.270
C 0.551 -3.195 1.127 -0.896
C -0.458 -2.023 1.236 -0.549
H 1.603 -2.936 1.278 0.291
H 0.477 -3.949 1.911 0.297
H 0.293 -3.785 0.248 0.255
H -1.299 -2.330 1.844 0.375
H -0.889 -1.890 0.200 0.174
H 0.060 -1.125 1.521 0.073
```


2.
C3H9O2 | ωB97M-V/def2-TZVPD

Charge: -1
HOMO: -2.47 eV
Max |F|: 1.280 eV Å⁻¹
E_tot: -7351.4094 eV
Orbital gap: 0.25374 hartree

The geometry in XYZ format:
```
14
Properties=species:S:1:pos:R:3:mulliken_charge:R:1
C -0.652 -0.248 -0.873 -0.451
O -0.845 0.293 -2.061 -0.801
C -0.145 0.778 0.168 -0.069
C 1.193 1.348 -0.255 -1.080
H 0.109 -1.169 -0.840 0.010
H -1.508 -0.872 -0.470 0.065
H -0.121 0.336 1.177 0.288
H -0.898 1.573 0.172 0.218
H 1.267 2.440 -0.242 0.265
H 1.395 1.094 -1.297 0.297
H 2.037 0.948 0.319 0.274
H -1.270 -1.813 1.520 0.325
H 0.009 -2.277 0.969 0.351
O -0.571 -2.432 1.711 -0.693
```


3.
C7H15N3S2 | ωB97M-V/def2-TZVPD

HOMO: -8.87 eV
Max |F|: 0.412 eV Å⁻¹
E_tot: -33640.4308 eV
Orbital gap: 0.34870 hartree

The geometry in XYZ format:
```
27
Properties=species:S:1:pos:R:3:mulliken_charge:R:1
S -2.749 3.027 -0.216 -0.183
N -2.459 1.435 0.358 -0.249
C -3.199 0.520 -0.125 -0.429
C -3.033 -0.918 0.262 0.257
C -1.822 -1.217 1.171 -0.956
C -1.012 -1.609 -0.084 0.354
C -2.338 -1.741 -0.863 -0.994
H -1.798 3.598 0.531 0.144
H -3.982 0.723 -0.870 0.422
H -4.004 -1.306 0.590 0.431
H -2.018 -2.076 1.820 0.261
H -1.452 -0.383 1.770 0.358
H -0.409 -0.772 -0.447 -0.443
H -0.378 -2.499 -0.019 0.411
H -2.375 -1.331 -1.878 0.349
H -2.704 -2.770 -0.885 0.284
C 4.108 1.766 0.695 -0.778
N 4.537 0.484 0.167 -0.476
C 3.712 -0.383 -0.232 0.122
N 2.312 -0.364 -0.333 -0.237
S 1.352 0.975 -0.743 -0.201
H 3.878 2.476 -0.108 0.290
H 3.221 1.690 1.336 0.282
H 4.930 2.184 1.285 0.263
H 4.108 -1.358 -0.530 0.285
H 1.911 -1.251 -0.606 0.300
H 1.665 1.100 -2.050 0.133
```


4.
C9H15Cl2FN3 | ωB97M-V/def2-TZVPD

Charge: +1
HOMO: -14.30 eV
Max |F|: 0.896 eV Å⁻¹
E_tot: -41803.3051 eV
Orbital gap: 0.40971 hartree

The geometry in XYZ format:
```
30
Properties=species:S:1:pos:R:3:mulliken_charge:R:1
C 1.476 -3.324 -1.693 -1.253
C 0.842 -2.092 -1.207 0.604
N -0.151 -1.431 -1.691 -1.002
N -0.351 -0.380 -0.838 0.973
C -1.454 0.546 -1.115 -0.794
C -2.337 0.861 0.076 -0.126
C -3.081 -0.340 0.600 -0.466
F -2.213 -1.128 1.330 -0.296
C 0.531 -0.394 0.145 -0.013
C 0.715 0.519 1.310 -0.094
Cl 2.095 -0.040 2.274 -0.165
C 0.850 2.001 0.921 0.379
C 2.247 2.474 0.612 -1.563
Cl 0.246 2.949 2.327 -0.123
N 1.292 -1.474 -0.063 -0.133
H 0.963 -3.723 -2.553 0.340
H 2.522 -3.162 -1.906 0.356
H 1.431 -4.073 -0.909 0.364
H -1.108 1.442 -1.613 0.303
H -2.064 0.031 -1.843 0.434
H -1.826 1.344 0.900 0.026
H -3.077 1.575 -0.269 0.440
H -3.518 -0.916 -0.208 0.310
H -3.879 -0.006 1.252 0.367
H -0.138 0.403 1.962 0.459
H 0.188 2.248 0.108 0.227
H 2.886 2.428 1.476 0.438
H 2.176 3.521 0.345 0.421
H 2.683 1.956 -0.235 0.363
H 2.053 -1.814 0.504 0.226
```


5.
C32H76Cl14O18S6 | ωB97M-V/def2-TZVPD

HOMO: -10.30 eV
Max |F|: 4.066 eV Å⁻¹
E_tot: -311593.4519 eV
Orbital gap: 0.37914 hartree

The geometry in XYZ format:
```
146
Properties=species:S:1:pos:R:3:mulliken_charge:R:1
Cl 16.928 4.036 -31.913 -0.035
C 15.449 4.053 -30.857 -0.775
C 15.853 3.361 -29.569 -0.278
Cl 17.070 4.472 -28.817 -0.125
H 14.603 3.539 -31.314 0.308
H 15.214 5.089 -30.614 0.463
H 16.216 2.359 -29.798 0.055
H 15.001 3.223 -28.903 0.408
Cl 21.507 2.795 -33.873 -0.142
C 20.047 3.442 -34.745 0.014
C 19.767 4.935 -34.289 -0.427
Cl 18.300 5.635 -35.167 -0.203
H 19.183 2.800 -34.576 -0.239
H 20.286 3.397 -35.808 0.442
H 20.667 5.504 -34.522 0.433
H 19.495 4.900 -33.234 0.161
Cl 21.694 -4.052 -30.639 -0.135
C 22.432 -2.527 -31.380 0.647
C 23.801 -2.851 -31.961 -0.471
Cl 23.833 -4.184 -33.229 -0.223
H 22.477 -1.764 -30.603 -0.467
H 21.793 -2.226 -32.211 -0.011
H 24.528 -3.190 -31.223 0.254
H 24.184 -2.002 -32.527 0.402
Cl 19.738 5.937 -25.983 -0.198
C 21.013 4.854 -25.270 0.095
C 20.646 4.750 -23.774 -0.523
Cl 19.109 3.903 -23.520 -0.186
H 22.035 5.171 -25.476 0.286
H 20.940 3.917 -25.821 -0.203
H 20.657 5.728 -23.294 0.408
H 21.395 4.240 -23.167 0.322
Cl 14.270 1.429 -34.320 -0.123
C 14.844 2.986 -34.983 -0.178
C 15.680 2.744 -36.262 -0.867
Cl 16.946 1.509 -36.024 -0.002
H 15.386 3.576 -34.244 0.021
H 13.967 3.549 -35.304 0.419
H 16.216 3.651 -36.544 0.403
H 15.048 2.440 -37.096 0.364
Cl 22.315 -1.377 -35.554 -0.153
C 20.770 -0.626 -35.873 -0.128
C 19.626 -1.617 -35.938 -0.276
Cl 19.275 -2.521 -34.403 -0.035
H 20.888 -0.132 -36.838 0.414
H 20.533 0.200 -35.202 -0.117
H 19.898 -2.413 -36.631 0.435
H 18.721 -1.146 -36.322 -0.176
Cl 15.795 -3.351 -29.993 -0.269
C 17.434 -2.870 -30.428 1.287
C 18.212 -4.034 -31.084 0.178
Cl 18.719 -5.309 -30.011 -0.144
H 17.850 -2.562 -29.469 -0.428
H 17.377 -1.996 -31.078 -0.638
H 19.136 -3.557 -31.409 -0.445
H 17.723 -4.474 -31.953 0.429
O 15.843 -1.626 -33.970 -0.243
S 15.511 -2.391 -35.188 0.969
O 16.252 -3.597 -35.482 -0.646
O 13.856 -2.832 -35.141 -0.382
C 12.985 -1.970 -34.420 0.297
C 11.611 -2.559 -34.406 -1.425
C 15.450 -1.438 -36.771 -0.580
H 13.052 -0.953 -34.807 0.066
H 13.269 -1.877 -33.371 0.238
H 11.406 -3.435 -33.791 0.325
H 11.407 -2.670 -35.471 0.343
H 10.918 -1.767 -34.119 0.393
H 15.116 -0.448 -36.460 -0.076
H 14.816 -1.863 -37.549 0.391
H 16.491 -1.444 -37.093 0.291
O 18.711 -5.751 -24.345 -0.649
S 19.534 -4.871 -25.210 0.971
O 20.464 -3.824 -24.638 -0.419
O 20.403 -5.861 -26.201 -0.384
C 21.463 -5.275 -26.995 0.623
C 21.969 -6.309 -28.037 -1.385
C 18.462 -4.107 -26.493 -0.544
H 22.191 -5.067 -26.212 0.159
H 21.179 -4.318 -27.435 -0.039
H 21.164 -6.650 -28.687 0.273
H 22.467 -7.145 -27.545 0.407
H 22.754 -5.842 -28.632 0.318
H 17.747 -3.529 -25.908 0.494
H 18.017 -4.860 -27.144 0.335
H 18.966 -3.281 -26.995 -0.131
O 22.738 2.601 -28.151 -0.276
S 22.920 3.418 -29.359 0.966
O 21.761 4.085 -30.006 -0.654
O 24.132 4.502 -29.184 -0.327
C 25.357 3.993 -28.677 0.038
C 26.137 5.102 -27.947 -1.394
C 23.712 2.375 -30.645 -0.736
H 25.963 3.615 -29.500 0.264
H 25.140 3.191 -27.972 0.268
H 26.299 5.957 -28.604 0.349
H 27.088 4.709 -27.588 0.380
H 25.500 5.520 -27.168 0.304
H 24.329 2.983 -31.307 0.569
H 22.901 1.762 -31.038 -0.040
H 24.478 1.733 -30.210 0.224
O 26.206 0.081 -27.399 -0.673
S 25.387 -1.073 -27.875 0.865
O 25.483 -1.457 -29.306 -0.573
O 25.620 -2.411 -26.928 0.112
C 26.922 -2.708 -26.538 -0.487
C 27.572 -3.561 -27.581 -1.066
C 23.598 -0.715 -27.537 0.288
H 26.839 -3.324 -25.642 0.243
H 27.510 -1.855 -26.199 0.421
H 27.608 -3.041 -28.538 0.259
H 26.942 -4.439 -27.724 0.262
H 28.595 -3.837 -27.324 0.394
H 23.075 -1.609 -27.877 0.108
H 23.354 0.243 -27.995 -0.196
H 23.582 -0.592 -26.454 -0.066
O 19.701 -1.003 -28.140 -0.462
S 20.016 0.066 -29.128 1.023
O 21.360 0.220 -29.724 -0.323
O 18.910 0.015 -30.384 -0.105
C 19.112 0.907 -31.452 0.300
C 17.969 0.725 -32.472 0.309
C 19.487 1.740 -28.405 -0.745
H 19.951 0.749 -32.130 0.008
H 19.141 1.908 -31.022 0.348
H 17.819 -0.340 -32.648 -0.327
H 18.335 1.082 -33.434 -0.789
H 16.987 1.106 -32.190 0.248
H 18.419 1.851 -28.597 0.196
H 20.101 2.503 -28.881 0.156
H 19.781 1.744 -27.355 0.281
O 21.516 0.406 -22.695 -0.694
S 21.557 0.080 -24.106 1.046
O 22.078 1.010 -25.125 -0.499
O 22.392 -1.355 -24.257 -0.115
C 23.472 -1.656 -23.323 -0.385
C 23.624 -3.120 -23.461 -0.938
C 19.943 -0.538 -24.599 -0.606
H 23.367 -1.205 -22.336 0.432
H 24.328 -1.115 -23.727 0.270
H 24.477 -3.344 -22.820 0.451
H 23.966 -3.383 -24.462 0.100
H 22.770 -3.693 -23.098 0.233
H 19.153 0.193 -24.432 0.495
H 19.859 -1.443 -23.997 0.249
H 20.149 -0.708 -25.656 -0.003
```